DFT (the ωB97M-V functional and the def2-TZVPD basis) results for a 2-piece molecular cluster, C2H5ClFOPS overall at a distorted geometry.

```
! wB97M-V def2-TZVPD RIJCOSX def2/J DEFGRID3
* xyz 0 1
C -1.7340 0.5405 -1.0276
P 0.7960 -0.0413 -0.3971
H 1.2563 0.2627 1.9001
O -0.8140 -0.2105 -0.2813
S 1.3128 2.5990 0.5811
Cl 1.2637 -1.6711 -1.5212
H -2.6489 0.3792 -0.5397
H 0.3132 -1.3034 1.6175
H -1.4921 1.5664 -0.8678
H -1.7408 -0.0093 -2.0597
F 2.2711 -1.4734 1.2875
C 1.2167 -0.6389 1.3082
*
```

* ΔE to the lowest compared entry with this formula, charge and spin: 3.593 eV
* max |F|: 3.848 eV/A
* E: -39563.74143 eV
* M: 162.55 g mol⁻¹
* orbital gap (spin up / spin down): 6.85 / 6.82 eV
* LUMO energy (spin up / spin down): -2.577 / -2.315 eV



DFT (the ωB97M-V functional and the def2-TZVPD basis) results for a 4-piece molecular cluster, C37H75N2O13PS4 overall at a distorted geometry.

```
! wB97M-V def2-TZVPD RIJCOSX def2/J DEFGRID3
* xyz 0 1
H 3.2658 1.1302 0.8737
H -6.4276 5.9136 2.0543
H 2.6043 -12.5766 -1.5368
H -2.4490 0.1908 -4.1653
H -0.0851 -0.1233 2.9090
H -4.5736 -0.4290 -0.5346
C 2.9661 -11.6780 -1.0357
O 2.1440 -9.9890 1.2995
H 1.5328 -0.8622 3.2081
H 2.0996 6.3591 -4.2811
O 3.1646 -3.3826 2.8531
H -0.9859 4.6469 -4.0685
H -7.1916 4.5538 2.9204
H -1.3157 -2.8824 0.6268
N -0.6559 3.6360 2.0182
H -3.9073 4.9106 -0.1286
C -4.6152 0.2175 -1.4501
H 4.1095 5.8981 -3.2686
H 6.5334 -5.9898 1.3926
H 2.3556 6.2910 -0.8047
C 1.9865 5.4755 -3.5895
C 2.4487 4.0990 -0.9405
H -11.4724 3.8565 1.4808
H 1.5646 3.6549 -1.4512
C -1.5919 1.7575 -2.9889
H 1.9589 3.0179 1.9030
O 0.0599 5.6714 2.7528
H -2.1477 4.4604 -1.5378
H 0.8168 4.9063 -5.3978
H 2.1846 -10.9200 -1.1284
C 2.1060 5.4271 -0.1358
H 1.6462 -0.5167 0.3654
C 3.6755 4.2287 -1.9024
H 5.0512 -11.9479 -1.5276
H -4.6185 5.7958 -1.5359
H -10.1078 1.9696 0.5006
H -1.5733 -0.3925 -1.5059
P -3.2838 2.4816 -2.6319
C 1.1434 4.4152 -4.4385
H 0.6668 -4.1572 -0.1049
H -5.1797 4.1269 -1.1817
C -0.6524 2.5024 -4.0426
S 4.5766 -3.2325 2.6482
O -9.4934 4.3166 1.5751
H 0.6179 -3.6568 -2.4806
C -10.4594 2.8157 -0.0925
S 0.2472 5.4924 0.0633
H -10.9298 4.9121 0.1852
S -8.2431 5.0335 0.8684
H 2.1072 -12.2868 2.8588
C -4.2782 4.7849 -1.1782
H 4.4897 4.7488 -1.3216
H -2.9947 1.3124 -0.3942
C -3.8562 1.5627 -1.0774
C 2.6222 0.8621 1.7589
N -0.7734 3.6898 3.3859
H 2.6191 5.4757 0.8518
C 3.4477 4.9973 -3.2624
H -0.6418 -2.4211 2.7428
H 5.3005 -6.5325 3.5303
H 3.8096 4.3236 -4.0873
H -0.1582 4.0728 -2.5978
O -8.6926 6.2372 0.2334
C -3.1023 4.3003 -2.1156
H -3.0936 4.9360 -3.0343
C 0.3724 1.3396 -4.2171
O 4.6226 -10.3269 1.3888
H 4.1103 -11.0890 -2.7674
H 4.8399 -1.0725 3.5127
H 3.8202 -5.8973 2.8288
C 1.3375 0.1158 1.2411
C -0.0242 -3.0036 -1.8230
C 0.2075 -2.1590 2.0481
C -1.5027 0.2745 -3.5701
H 2.8107 3.4300 5.0622
O 3.1674 -12.0291 0.3396
C 4.2541 -11.2211 -1.6937
C -0.1597 4.8269 1.6864
C 0.0595 -1.5148 -2.4074
H -1.2401 2.5992 -4.9904
H 1.8347 3.5950 -4.7402
H 5.0070 -5.5108 0.6666
H -4.5827 2.1767 -0.4868
H 0.7118 -0.9189 -1.7126
O 5.1195 -2.9340 1.3569
C -10.6549 4.0394 0.7824
O 5.3294 -4.5175 3.2453
H -5.6830 0.3990 -1.7318
O 3.4972 2.5300 3.2595
H -0.6580 -1.2854 0.1606
H 2.7994 4.5034 3.5311
H 4.3392 4.0495 4.3414
C 3.1021 -11.8470 2.8605
H 5.2381 -7.1875 1.1722
H 2.7464 3.3549 -0.1452
H 0.5811 0.8624 0.8670
H -7.9720 6.1682 2.9139
H 1.5057 1.9492 3.3479
C 5.4542 -6.1491 1.4303
H -11.3946 2.5422 -0.5839
C 0.7313 -0.7231 2.4373
H 4.8362 -2.3103 4.7998
H -1.0576 -3.4199 -1.8954
H -4.0984 -0.3435 -2.2680
H 1.0006 -2.9504 2.2500
H -1.0552 1.8891 -1.9964
C -0.3509 4.8680 3.8136
H 6.2903 -2.0768 3.7768
H 4.0656 3.1944 -2.1024
C 4.9097 -5.8170 2.8058
H 1.6474 -2.6666 -0.4005
C 0.6049 -3.0686 -0.3757
H -9.7124 3.0010 -0.8658
C 5.2029 -2.0562 3.8075
H 3.8693 -12.6186 2.8542
C -0.3659 -2.2778 0.5849
H 3.2409 0.2370 2.4542
H 3.2275 -11.2030 3.7295
O -0.4790 0.2723 -4.6105
C -7.3737 5.4595 2.3453
C 3.3100 3.6735 4.0866
O -7.4822 4.0456 0.1619
C 2.2880 2.1768 2.5657
H 4.5918 -10.2705 -1.2782
O 1.5422 1.2512 -4.0361
C -1.3648 -0.8711 -2.5057
C -0.1728 3.9546 -3.7121
H 1.3905 5.8531 -2.7252
S 3.2867 -10.8459 1.4173
H -0.2977 5.2734 4.8393
H 0.5986 -1.6045 -3.3771
H -2.1913 -1.6094 -2.6575
*
```

* max |F|: 3.017 eV/A
* E: -121807.55557 eV
* M: 915.25 g mol⁻¹
* orbital gap: 8.22 eV
* LUMO energy: 0.431 eV



DFT (the ωB97M-V functional and the def2-TZVPD basis) results for a 8-piece molecular cluster, C7H32BO7 overall.

```
! wB97M-V def2-TZVPD RIJCOSX def2/J DEFGRID3
* xyz -1 1
C 20.9966 16.1643 0.0648
C 26.6025 14.8168 -0.7887
H 28.4238 14.1891 -0.5938
H 26.1552 13.9297 -1.2638
H 22.0044 21.4955 0.6600
H 25.5284 17.8439 -1.0475
H 26.1768 16.1049 3.9377
O 24.3777 15.5299 3.1084
C 25.7368 15.2554 3.3958
H 23.1639 18.5344 0.2208
H 20.8414 17.2237 0.2810
O 27.7393 14.5020 0.0022
C 24.2339 19.1064 4.3266
H 22.5538 19.6373 -0.5539
H 24.2263 18.2895 -2.8882
H 20.1696 15.8062 -0.5541
O 22.2209 20.3718 -1.1002
H 25.9285 19.7356 1.0795
B 24.0970 18.0123 0.7345
H 21.2565 22.1235 -0.8348
H 22.8424 16.6221 -0.3386
H 25.4711 21.6204 0.0886
H 26.4622 20.6865 -1.0593
O 22.2248 15.9161 -0.5780
H 25.5428 17.5913 -3.8706
H 24.5870 16.5707 -2.7308
H 27.2169 21.9536 -0.0704
H 24.6357 17.1619 0.0932
C 25.0379 17.5527 -2.9082
H 23.7489 19.1579 2.4706
O 23.5909 19.7354 3.2361
O 26.7638 20.2179 0.9272
H 24.3603 16.2650 2.4735
H 20.5049 20.7742 -0.0003
C 21.4724 21.2245 -0.2547
H 25.2986 18.9799 4.0964
O 25.9771 17.9114 -1.9064
H 25.8435 15.2436 -0.1404
C 26.4548 21.1743 -0.0789
H 26.7980 15.4823 -1.6322
H 24.8988 18.8418 1.0061
H 25.7885 14.3946 4.0610
H 24.1869 19.7673 5.1949
H 23.7250 17.5361 1.7661
H 26.3391 15.0868 2.4994
H 20.9473 15.5947 1.0021
H 23.7748 18.1529 4.6023
*
```

* ΔE to the lowest compared entry with this formula, charge and spin: 0.000 eV
* max |F|: 0.962 eV/A
* E: -22784.86140 eV
* M: 239.14 g mol⁻¹
* orbital gap: 9.81 eV
* LUMO energy: 3.068 eV



DFT (the ωB97M-V functional and the def2-TZVPD basis) results for an isolated molecule of C18H17Cl2NO3.

```
! wB97M-V def2-TZVPD RIJCOSX def2/J DEFGRID3
* xyz 0 1
C -5.3597 -0.2619 -0.1705
H 0.9709 -4.0855 -1.1097
O 0.4429 2.1124 0.8463
H -5.9562 -2.3190 -0.0712
C -3.0578 0.2279 0.3126
H -0.6500 3.7232 1.4494
C -2.8476 -1.1407 0.5226
C 1.1347 -2.0411 -1.7257
C -1.9629 2.4474 0.3381
C -5.1468 -1.6159 0.0365
Cl -1.2643 -1.7083 0.9613
C 3.7485 1.2387 -0.3121
H 5.8004 0.5882 -0.2842
C -0.5817 3.0598 0.5825
C 2.0419 -1.5421 0.8382
H 2.4644 0.9516 1.4149
H 4.6328 -0.7199 -0.0867
C -4.3338 0.6591 -0.0377
C 1.4906 -0.7560 -1.3565
H -4.5102 1.7096 -0.2004
H 2.3912 -1.3502 1.8427
H 4.9643 0.3796 1.2542
C -3.8798 -2.0497 0.3844
O -2.9074 3.1517 0.0722
C 2.3915 0.8962 0.3247
C 1.3505 1.8940 -0.1294
C 1.6985 -2.8296 0.4638
H 3.6525 1.1699 -1.3963
Cl -6.9313 0.2948 -0.6010
C 1.2437 -3.0819 -0.8190
H -3.6921 -3.0984 0.5511
C 4.8540 0.3125 0.1738
H -1.1121 0.6453 0.7246
C 1.9486 -0.4961 -0.0707
N -1.9845 1.0968 0.4637
H -0.3158 3.6530 -0.3008
H 1.7827 -3.6357 1.1780
H 3.9997 2.2725 -0.0655
O 1.3054 2.4272 -1.2032
H 0.7738 -2.2305 -2.7258
H 1.4107 0.0514 -2.0694
*
```

* ΔE to the lowest compared entry with this formula, charge and spin: 0.000 eV
* max |F|: 0.707 eV/A
* E: -51620.93012 eV
* M: 366.24 g mol⁻¹
* orbital gap: 9.41 eV
* LUMO energy: 0.626 eV



DFT (the ωB97M-V functional and the def2-TZVPD basis) results for C34H83IN5O11P2 as an isolated structure at a distorted geometry.

```
! wB97M-V def2-TZVPD RIJCOSX def2/J DEFGRID3
* xyz -1 1
H 4.9516 -3.5024 2.1843
H 1.4327 0.0868 -2.3071
H 1.1443 4.1395 5.3936
O 4.4732 8.2529 -6.7547
H -4.7218 -7.8655 2.2776
H 6.5163 8.3435 -6.2980
H 1.1702 -1.3444 -3.2699
H 4.9579 9.2977 -4.0313
O 3.1248 -0.9321 -2.9786
C -8.8377 -5.7131 -2.8928
C 4.0394 0.0437 -2.5006
H 4.9999 2.5166 -4.5895
C 7.0653 10.9109 -3.5871
C -2.2911 0.1862 5.5360
H -4.8441 -5.6673 1.4662
H 1.0999 2.3530 5.4469
H 5.5360 9.8015 -5.8995
H 3.8748 -2.0079 2.6787
N -1.6679 1.5116 5.4293
H 2.7730 -4.2111 3.4053
N -7.8971 -4.9631 -2.0507
H -2.4673 -0.0768 7.7293
C 7.0896 8.6718 -2.7428
H -5.2652 -7.0701 3.9052
H -7.6996 -4.0806 -2.5113
H 6.7379 9.1918 -1.8416
H -2.7298 -1.5081 6.7664
H 3.5719 0.7437 -1.8027
H 4.0112 -2.6241 0.8066
C 6.0212 7.7165 -3.3030
H 5.0443 4.3031 -4.6428
C -8.3646 -6.1798 -4.2883
C -6.9749 -4.3963 -5.0828
H 3.4950 6.5695 -6.2213
H 1.4899 -2.0064 2.3865
H -7.4780 -6.8216 -4.2466
H -4.9924 -1.8075 -2.6989
O -2.8528 -2.0275 2.8563
O -0.7752 -1.0958 7.0578
H -0.6610 1.3872 5.4561
C 1.0404 -6.8686 3.0099
C 1.1789 3.2602 6.0455
H -0.3019 -5.3173 5.4573
C 1.7976 -0.4485 -3.1903
H 6.0283 10.9928 -3.9123
H -2.0462 1.9859 7.4708
O 0.1640 3.3069 7.0391
C -2.1024 -0.6121 6.8461
O -0.6949 -0.6126 2.1513
H -6.6291 -2.3855 -2.3924
H 3.2390 1.5508 -4.5803
H -6.2215 -6.1100 -2.6930
H -6.1411 -5.0348 -4.7781
C -2.0669 2.4533 6.4798
H -3.3649 0.2911 5.3384
C 1.6089 0.3498 -4.5003
C 2.7726 3.8343 -3.5013
C 3.9345 -2.9300 1.9330
C -4.1662 -5.6577 2.4465
H 2.3569 4.5508 -2.7880
C 0.4235 -4.3826 5.3246
C -1.1274 3.6707 6.5351
H 0.5351 0.4547 -4.6979
O 7.5482 9.5842 -3.7484
C -5.5922 -2.4673 -2.0671
H 0.5944 0.4051 6.6961
H 0.9486 -0.6381 8.0634
H 2.8297 -4.8805 1.5471
N 4.7604 8.4152 -3.5707
H 4.8486 -0.4745 -1.9730
H 7.6651 11.5707 -4.2188
H -9.7077 -5.0638 -3.0384
N -1.9159 -4.6179 3.0357
C -2.6064 -5.3703 1.9149
C 0.1394 -0.1199 7.5358
H 7.1568 11.2489 -2.5494
H -5.9196 -4.1864 -0.3216
C -0.0993 -3.2679 4.2482
H -2.7320 -4.7582 0.9203
C -5.5679 -4.7065 -1.2229
O -2.1973 -2.2129 0.2721
H 1.5581 -4.7100 5.1819
H 0.8104 2.9582 -3.7503
O 4.0640 3.4705 -2.9972
H -0.6847 -0.1890 1.2229
C 1.3008 -3.0813 1.9030
O -5.1092 -3.7941 -2.2285
H 1.8538 2.1495 -2.5656
C 2.6490 -3.9559 2.2456
C 5.0789 3.4239 -3.9909
H -5.5007 -2.1293 -1.0295
H 2.1483 3.2427 6.5497
H -1.8788 -0.4160 4.7193
H 5.9344 9.4333 -7.5695
C 4.2929 7.1984 -5.8083
H -0.3281 0.5801 8.2337
C 1.8331 2.6169 -3.5565
H -3.3918 -7.5593 3.6622
H 0.4057 -3.8445 6.3909
H 7.9584 8.0753 -2.4523
H -1.9054 -3.0625 -0.1701
H 2.8358 4.3437 -4.4723
H -9.1878 -6.5862 -2.3287
H 6.0483 3.4063 -3.4867
C 0.4436 -5.5959 2.7889
H -1.7483 -5.2805 3.8241
H -6.7231 -3.9449 -6.0496
H -2.0417 -6.4017 1.7105
C 5.6826 8.9819 -6.6027
H -0.5906 -4.3500 1.0858
H 4.4944 0.5688 -3.3402
H 6.4360 7.2682 -4.2129
H -3.0896 2.7946 6.2861
C -4.3520 -7.1317 3.1420
O -8.1843 -5.1254 -5.2348
I 1.1730 -2.9390 -0.3212
H 2.0212 -0.2523 -5.3171
H -1.1641 -2.8996 4.6424
H -4.5806 -4.7613 3.1022
C -6.6362 -5.6617 -1.7831
H 0.6074 -2.3280 4.3540
H 5.8400 6.9134 -2.5805
H -9.1625 -6.8088 -4.7014
P -1.5435 -2.1133 1.9186
H -4.6991 -5.3029 -0.9323
N 2.2321 1.6752 -4.6070
H -1.0642 4.1801 5.5640
C 3.8197 7.6652 -4.4128
H 3.4697 6.7921 -3.8487
H -6.8175 -6.4648 -1.0605
H 1.8059 -7.7661 3.0707
H 2.9497 8.3145 -4.5583
P -0.3488 -3.8919 2.4614
H -7.1214 -3.5767 -4.3795
H 5.1795 6.5567 -5.7666
H -1.5431 4.3872 7.2484
*
```

* max |F|: 12.359 eV/A
* E: -93243.17589 eV
* M: 926.91 g mol⁻¹
* orbital gap: 6.55 eV
* LUMO energy: 1.792 eV



DFT (the ωB97M-V functional and the def2-TZVPD basis) results for C23H44Cl3N4O3SSiY as an isolated structure at a distorted geometry.

```
! wB97M-V def2-TZVPD RIJCOSX def2/J DEFGRID3
* xyz 0 1
C 0.3571 3.6846 -3.5362
Cl -0.0821 -2.6860 -2.9370
H 5.4176 1.5512 -4.7337
H -4.1322 -3.8459 -3.0816
N -3.3142 -2.6125 2.3090
O -1.2650 1.4529 -1.2008
Cl -2.8871 -1.6329 -1.3048
H -3.3258 -2.3978 -3.7658
O -1.9253 -0.9722 1.4846
H 2.2474 1.3010 5.0363
C -3.4975 -4.0212 2.6443
H -0.4742 1.6047 -4.8342
C 2.4508 2.6351 -0.7263
C 1.2999 0.7386 5.0087
C 2.9522 3.7345 -0.0178
C -3.3230 -3.5003 -3.7468
H 0.5238 1.2925 5.5444
Y -0.5797 -0.6710 -0.5770
H -2.4710 1.1943 5.2156
C -0.8088 2.4985 -1.7565
H -2.3530 -0.0641 3.9583
H -3.5383 -3.8753 -4.7718
H -3.6445 -4.1498 3.7271
H -1.6100 -5.2232 -5.3717
C -0.0153 1.2261 2.9571
O 1.3487 -0.1162 -1.6031
C 2.9931 1.3773 -0.5070
H 3.1512 -0.6914 -0.9322
C 4.4901 2.2848 1.1631
C -2.1579 -2.1632 1.8098
C 2.6808 0.1748 -1.4162
H -4.3927 -4.4281 2.1501
H -2.1344 -6.3792 -4.1264
H 2.1662 -1.1373 -3.8051
H -2.5297 -5.5328 -1.1777
H 4.3956 4.4278 1.4393
C 3.3126 0.3151 -2.8017
H -1.7161 2.2469 3.1639
H -2.6026 -4.5724 2.3222
H -1.0588 0.1334 5.1701
N -0.2214 2.4778 -2.9574
N -1.0834 1.6419 3.6962
H 4.3433 0.1878 0.6128
H 3.8580 2.3623 -2.6479
H 0.0658 3.7763 -4.5886
H -0.0055 4.5553 -2.9861
H 4.0791 2.6607 -5.0231
C 4.3297 1.6533 -4.6652
Cl 1.0991 -1.8550 1.0379
C -1.7790 0.6720 4.5448
H 3.9151 0.9199 -5.3631
H 1.4541 3.6557 -3.4812
H 2.5271 4.7230 -0.1964
C 3.9680 1.2001 0.4687
H -1.0555 0.6038 -3.4747
N 0.9097 0.4983 3.6168
C -0.2716 1.2895 -3.8029
H 1.6081 0.0677 3.0100
H -0.8412 3.4920 -1.2730
S 0.1763 1.6117 1.3223
C -1.4093 -5.5789 -4.3517
H 3.6121 -1.7985 -3.0684
H -1.3649 -2.9231 1.7051
C 3.2192 -0.9353 -3.6098
H -4.3304 -0.7938 1.9547
H 1.4604 -0.2179 5.5360
H 0.6965 0.7747 -3.7654
C -1.5658 -5.0675 -1.4403
H 1.6680 2.7643 -1.4835
H -4.6821 -1.5862 3.5288
Si -1.6714 -4.2049 -3.0951
H 5.2677 2.1217 1.9108
C -4.4778 -1.7447 2.4625
H 3.7629 -0.8733 -4.5486
H -0.7986 -5.8544 -1.4429
H -5.3621 -2.2579 2.0667
H -1.3081 -4.3199 -0.6868
C 3.9849 3.5657 0.9093
C 3.8088 1.4591 -3.2738
H -0.4034 -6.0084 -4.3037
*
```

* ΔE to the lowest compared entry with this formula, charge and spin: 0.965 eV
* max |F|: 2.179 eV/A
* E: -93999.71019 eV
* M: 680.05 g mol⁻¹
* orbital gap: 8.13 eV
* LUMO energy: 0.511 eV



DFT (the ωB97M-V functional and the def2-TZVPD basis) results for C2H8N3S as an isolated structure at a distorted geometry.

```
! wB97M-V def2-TZVPD RIJCOSX def2/J DEFGRID3
* xyz 1 1
S -0.4459 1.5801 -0.0662
H 2.6457 0.0918 -1.0061
C 0.7299 0.3742 -0.4376
N 2.0101 0.7135 -0.5049
H 0.3291 0.0490 1.5593
N -1.0496 -0.9754 -0.1499
H 2.5761 1.5301 -0.4732
H -2.4276 0.4147 -0.5728
C -1.6902 0.2379 0.1712
H 0.0256 -0.1085 2.3038
H 0.8729 -1.5781 -0.7484
H -1.6395 -1.6250 -0.6307
N 0.2198 -0.8016 -0.6206
H -2.1564 0.0973 1.1762
*
```

* ΔE to the lowest compared entry with this formula, charge and spin: 2.557 eV
* max |F|: 3.396 eV/A
* E: -17499.85014 eV
* M: 106.17 g mol⁻¹
* orbital gap: 9.47 eV
* LUMO energy: -3.684 eV



DFT (the ωB97M-V functional and the def2-TZVPD basis) results for C5H8BiNaO5 as an isolated structure at a distorted geometry.

```
! wB97M-V def2-TZVPD RIJCOSX def2/J DEFGRID3
* xyz 2 1
H -3.5421 0.6058 -1.1291
H -1.0973 -0.4753 2.8466
O -1.5060 0.8491 -1.4619
O -1.0389 -0.2366 0.8189
C -0.5102 -0.2182 1.9543
C -2.4345 -0.3635 0.4007
H 1.4589 -0.3583 2.5919
O 1.3486 0.6546 0.7678
C -2.5833 0.7847 -0.6051
H 0.7241 1.2181 2.6877
H -3.0805 -0.3027 1.2840
H -2.4852 -1.3470 -0.0786
H 2.4262 -1.6815 -1.7833
Na 5.7950 -1.0965 -2.4821
C 2.6260 -0.6410 -2.1705
O 3.8013 -0.3063 -2.3786
C 0.8490 0.3533 1.9844
O 1.6243 0.1180 -2.3179
Bi 0.3396 0.7255 -0.9103
H -2.7149 1.7178 -0.0188
*
```

* ΔE to the lowest compared entry with this formula, charge and spin: 0.000 eV
* max |F|: 5.414 eV/A
* E: -25789.11277 eV
* M: 380.08 g mol⁻¹
* orbital gap: 7.04 eV
* LUMO energy: -8.563 eV



Question: What is the max |F| in the eighth record?
Answer: 5.414 eV/A



Question: Which of these has the lowest max |F|?
Answer: C18H17Cl2NO3